Entry 1:
Molecular formula: C27H39ClN2O3P2ReS
Method: DFT, ωB97M-V with the def2-TZVPD basis set

```
! wB97M-V def2-TZVPD RIJCOSX def2/J DEFGRID3
* xyz 2 2
Re 0.33 0.03 0.22
N 0.10 0.18 2.39
C 1.10 -0.45 3.31
C 2.51 -0.02 2.98
C 3.10 -0.73 1.78
N 2.55 -0.20 0.49
H 0.02 1.16 2.62
H -0.82 -0.21 2.59
H 1.00 -1.52 3.20
H 0.84 -0.18 4.33
H 3.14 -0.24 3.84
H 2.56 1.07 2.84
H 2.86 -1.79 1.82
H 4.18 -0.63 1.77
H 2.85 -0.82 -0.26
H 2.98 0.71 0.30
Cl 0.65 -0.01 -2.19
C 0.13 1.59 -2.79
C -0.25 1.67 -4.11
C -0.63 2.91 -4.60
C -0.61 4.02 -3.77
C -0.23 3.90 -2.44
C 0.15 2.67 -1.92
P 0.65 2.45 -0.19
C -0.23 3.71 0.75
C 0.29 5.00 0.86
C -0.45 6.00 1.48
C -1.71 5.72 2.00
C -2.23 4.44 1.90
C -1.50 3.44 1.28
C 2.40 2.93 -0.15
C 3.19 2.86 -1.29
C 4.56 3.14 -1.22
C 5.13 3.47 0.00
C 4.35 3.54 1.15
C 2.99 3.26 1.07
H -0.25 0.79 -4.75
H -0.95 3.00 -5.63
H -0.91 4.99 -4.15
H -0.24 4.77 -1.79
H 1.27 5.23 0.46
H -0.04 7.00 1.56
H -2.28 6.50 2.47
H -3.21 4.22 2.30
H -1.92 2.44 1.19
H 2.75 2.61 -2.25
H 5.16 3.10 -2.11
H 6.19 3.70 0.05
H 4.80 3.81 2.09
H 2.39 3.33 1.97
C -2.54 -4.54 0.07
C -2.15 -3.15 -0.37
O -0.74 -3.13 -0.76
P 0.39 -2.38 0.01
O 0.59 -3.10 1.41
C 0.89 -4.54 1.51
C 0.44 -5.01 2.87
O 1.68 -2.81 -0.82
C 1.77 -3.36 -2.18
C 2.57 -4.64 -2.13
H -3.62 -4.57 0.23
H -2.05 -4.82 1.00
H -2.29 -5.26 -0.70
H -2.31 -2.42 0.43
H -2.70 -2.83 -1.24
H 1.96 -4.66 1.37
H 0.37 -5.07 0.71
H 0.99 -4.50 3.66
H 0.63 -6.08 2.96
H -0.63 -4.84 3.02
H 2.27 -2.61 -2.78
H 0.77 -3.53 -2.56
H 3.55 -4.48 -1.69
H 2.71 -5.02 -3.14
H 2.04 -5.41 -1.55
S -1.84 0.04 0.04
*
```

Energy relative to the best compared isomer or geometry (same formula, charge and spin): 0.0 kJ/mol
⟨S²⟩: 0.7690

***

Entry 2:
Molecular formula: C27H39N4O5PtSi3
Method: DFT, ωB97M-V with the def2-TZVPD basis set

```
! wB97M-V def2-TZVPD RIJCOSX def2/J DEFGRID3
* xyz 1 5
Pt -0.17 0.48 -0.43
O -3.60 5.41 1.54
C -2.47 5.65 2.04
O -2.01 6.53 2.77
C -1.48 4.59 1.56
C -1.00 4.59 0.25
C -0.36 3.48 -0.24
N -0.15 2.39 0.53
C -0.50 2.43 1.83
C -1.14 3.50 2.38
C -0.20 1.22 2.63
O -0.06 1.24 3.82
O -0.10 0.09 1.87
H -1.18 5.43 -0.41
H -0.02 3.42 -1.26
H -1.42 3.47 3.43
N -2.06 1.44 -3.08
C -2.61 1.74 -1.85
C -3.47 2.84 -1.77
C -4.10 3.13 -0.59
C -3.89 2.31 0.52
C -3.01 1.28 0.39
N -2.34 0.99 -0.76
C -1.26 0.38 -3.55
C -1.00 0.30 -4.86
C -0.26 -0.74 -5.58
C 0.71 -1.48 -5.06
C 1.17 -1.29 -3.64
N -0.90 -0.52 -2.53
H -2.35 2.07 -3.81
H -3.63 3.45 -2.66
H -4.75 3.99 -0.51
H -4.38 2.52 1.47
H -2.80 0.62 1.22
H -1.43 1.08 -5.48
H -0.53 -0.88 -6.62
H 1.19 -2.24 -5.65
H 2.01 -1.94 -3.41
C 0.07 -1.61 -2.65
O 0.54 -1.69 -1.32
Si 1.42 -2.82 -0.40
C 0.56 -4.46 -0.34
C 3.08 -3.18 -1.15
C 1.51 -1.74 1.09
Si -0.03 -1.67 2.39
C 1.10 -3.10 3.28
C -1.52 -2.21 1.34
C -0.98 -1.48 4.05
Si 2.88 -0.45 1.21
C 2.81 0.50 -0.42
C 4.51 -1.33 1.43
C 2.77 0.77 2.62
H 1.48 -0.25 -3.47
H -1.73 -0.82 -2.01
H -0.44 -2.54 -2.92
H 0.44 -4.83 -1.36
H -0.42 -4.45 0.13
H 1.19 -5.18 0.19
H 2.97 -3.83 -2.02
H 3.70 -3.72 -0.42
H 3.64 -2.29 -1.45
H 1.05 -3.95 2.60
H 0.66 -3.33 4.25
H 2.13 -2.76 3.40
H -1.64 -3.29 1.30
H -1.46 -1.84 0.32
H -2.42 -1.80 1.80
H -0.30 -1.23 4.88
H -1.47 -2.43 4.25
H -1.71 -0.68 3.95
H 3.18 -0.08 -1.27
H 3.35 1.44 -0.37
H 1.75 0.77 -0.66
H 4.73 -2.07 0.66
H 4.52 -1.84 2.40
H 5.31 -0.59 1.44
H 2.18 1.65 2.38
H 3.78 1.10 2.85
H 2.35 0.32 3.53
*
```

Energy relative to the best compared isomer or geometry (same formula, charge and spin): 264.0 kJ/mol
⟨S²⟩: 6.0187

***

Entry 3:
Molecular formula: C27H40B3F24NO7
Method: DFT, ωB97M-V with the def2-TZVPD basis set

```
! wB97M-V def2-TZVPD RIJCOSX def2/J DEFGRID3
* xyz 0 1
C 0.61 -1.15 -2.34
C 0.19 -1.10 -3.82
C 0.63 -2.33 -4.63
B 2.15 -2.69 -4.64
O 2.63 -3.66 -5.51
B 3.66 -4.47 -5.06
N 3.87 -5.75 -5.61
O 4.50 -3.99 -4.05
B 4.04 -2.97 -3.24
C 4.57 -2.79 -1.78
C 5.95 -2.11 -1.73
C 6.67 -2.24 -0.37
C 7.72 -3.35 -0.33
C 7.15 -4.76 -0.31
C 8.23 -5.84 -0.52
C 8.10 -7.06 0.39
C 6.69 -7.65 0.48
O 5.93 -7.54 -0.71
C 6.39 -8.36 -1.77
O 3.07 -2.12 -3.77
H 1.54 -0.60 -2.17
H -0.16 -0.74 -1.69
H 0.79 -2.18 -2.03
H 0.58 -0.19 -4.30
H -0.89 -1.02 -3.87
H 0.33 -2.22 -5.68
H 0.08 -3.21 -4.27
H 3.09 -6.16 -6.10
H 4.39 -6.42 -5.06
H 4.63 -3.78 -1.31
H 3.85 -2.20 -1.20
H 6.60 -2.50 -2.51
H 5.80 -1.05 -1.96
H 7.16 -1.29 -0.13
H 5.93 -2.40 0.41
H 8.34 -3.21 0.57
H 8.39 -3.24 -1.19
H 6.64 -4.93 0.64
H 6.38 -4.86 -1.08
H 8.24 -6.16 -1.57
H 9.21 -5.39 -0.34
H 8.41 -6.78 1.40
H 8.80 -7.83 0.07
H 6.11 -7.14 1.25
H 6.75 -8.71 0.77
H 6.96 -7.77 -2.50
H 7.03 -9.17 -1.40
H 5.53 -8.79 -2.27
F -1.30 -2.55 2.33
C -0.70 -3.31 1.39
F 0.40 -2.66 0.96
C -1.64 -3.54 0.20
F -1.90 -2.37 -0.41
F -0.91 -4.32 -0.66
C -2.94 -4.32 0.45
O -4.10 -3.52 0.59
C -4.55 -3.08 1.80
F -3.80 -3.52 2.83
F -5.80 -3.57 1.98
C -4.68 -1.55 1.81
F -3.47 -0.98 1.60
F -5.13 -1.15 3.02
H -0.40 -4.26 1.84
H -3.10 -4.89 -0.46
H -2.81 -5.02 1.28
H -5.38 -1.23 1.03
F -3.19 2.98 -0.24
C -3.86 1.82 -0.07
F -3.62 1.04 -1.14
C -5.37 2.09 0.02
F -5.81 2.61 -1.14
F -5.93 0.85 0.17
C -5.87 2.91 1.21
O -6.12 4.28 0.95
C -5.19 5.25 1.14
F -4.03 4.76 1.63
F -5.68 6.12 2.08
C -4.96 6.07 -0.13
F -4.50 5.27 -1.11
F -4.03 7.02 0.12
H -3.50 1.32 0.83
H -6.85 2.49 1.45
H -5.23 2.77 2.08
H -5.89 6.55 -0.45
F -4.46 10.23 1.90
C -5.64 9.58 1.92
F -6.28 9.83 0.76
C -6.50 10.06 3.08
F -6.81 11.36 2.92
F -7.66 9.34 2.98
C -5.98 9.81 4.50
O -5.34 10.91 5.12
C -3.99 11.10 5.06
F -3.36 10.13 4.37
F -3.51 11.08 6.32
C -3.66 12.49 4.49
F -4.14 12.61 3.24
F -2.32 12.63 4.45
H -5.46 8.50 1.99
H -6.87 9.63 5.10
H -5.36 8.91 4.53
H -4.09 13.26 5.13
*
```

E_tot: -4105.9497 Ha
SMILES: CCCB1OB(N)OB(CCCCCCCCOC)O1.FC(F)C(F)(F)COC(F)(F)C(F)F.FC(F)C(F)(F)COC(F)(F)C(F)F.FC(F)C(F)(F)COC(F)(F)C(F)F

***

Entry 4:
Molecular formula: C27H40Cl2F3N3O3S
Method: DFT, ωB97M-V with the def2-TZVPD basis set

```
! wB97M-V def2-TZVPD RIJCOSX def2/J DEFGRID3
* xyz 0 1
C 2.50 1.05 2.58
C 3.36 1.75 1.51
C 3.75 0.86 0.33
C 3.51 1.49 -1.06
C 3.30 0.37 -2.11
C 1.85 0.02 -2.26
C 0.89 0.65 -2.94
C 1.13 1.91 -3.74
F 0.19 2.15 -4.66
F 2.33 1.88 -4.38
F 1.17 2.99 -2.91
C -0.51 0.09 -2.87
O -1.30 0.14 -3.78
C -0.89 -0.57 -1.57
C -2.34 -0.45 -1.16
C -2.55 0.39 0.12
C -3.69 1.42 0.01
C -4.60 1.51 1.26
C -4.76 2.89 1.91
C -4.87 4.09 0.96
C -5.88 3.90 -0.18
S -5.45 4.87 -1.66
C -5.02 3.60 -2.76
N -4.12 3.68 -3.67
N -4.18 2.48 -4.39
C -5.09 1.79 -3.83
O -5.69 2.41 -2.80
C 0.05 -1.24 -0.90
C -0.16 -1.98 0.39
C 0.31 -3.45 0.40
C 1.61 -3.65 1.19
C 2.35 -4.96 0.86
C 2.69 -5.79 2.10
N 3.70 -5.20 2.97
C 1.43 -1.22 -1.48
O 2.22 -2.12 -1.33
H 1.89 0.26 2.13
H 3.11 0.60 3.36
H 1.83 1.75 3.07
H 4.26 2.13 2.00
H 2.82 2.63 1.15
H 3.18 -0.08 0.37
H 4.81 0.60 0.40
H 2.61 2.11 -0.99
H 4.33 2.13 -1.37
H 3.76 0.60 -3.07
H 3.79 -0.53 -1.75
H -2.77 -1.45 -1.03
H -2.86 0.03 -1.99
H -1.61 0.91 0.34
H -2.73 -0.28 0.97
H -3.26 2.39 -0.21
H -4.31 1.14 -0.85
H -5.60 1.12 1.01
H -4.22 0.83 2.03
H -5.65 2.87 2.55
H -3.91 3.08 2.58
H -5.17 4.96 1.55
H -3.89 4.35 0.53
H -5.97 2.86 -0.47
H -6.88 4.22 0.12
H -5.42 0.79 -4.08
H 0.39 -1.45 1.18
H -1.22 -1.92 0.66
H -0.47 -4.06 0.86
H 0.45 -3.81 -0.62
H 2.27 -2.79 1.01
H 1.37 -3.64 2.26
H 1.76 -5.56 0.16
H 3.29 -4.72 0.35
H 1.79 -5.92 2.70
H 3.04 -6.78 1.80
H 3.33 -4.38 3.45
H 4.49 -4.87 2.42
Cl 4.76 -2.08 2.07
C 6.06 -1.66 3.19
Cl 6.95 -0.23 2.66
H 5.62 -1.44 4.15
H 6.75 -2.49 3.25
*
```

E_tot: -3060.9161 Ha
SMILES: CCCCCC1=C(C(F)(F)F)C(=O)C(CCCCCCCSc2nnco2)=C(CCCCCN)C1=O.ClCCl